1.
# C35H40I2MgN7O4P

A molecular structure, C35H40I2MgN7O4P (ωB97M-V/def2-TZVPD, the OMol25 dataset).

HOMO = -7.472 eV
frontier orbital gap = 6.58 eV
maximum force = 1.363 eV/A

Last column: natural (NBO) charge in e.
Geometry (Å):
Mg  -0.279  -0.069  0.097  1.775
C  -0.238  0.940  -2.561  -0.234
C  -0.892  -0.419  -2.812  -0.234
N  -1.233  -1.061  -1.557  -0.724
C  -1.028  -2.495  -1.533  -0.238
C  0.344  -2.829  -0.891  -0.218
N  1.104  -1.621  -0.650  -0.749
C  1.996  -1.198  -1.707  -0.235
C  2.023  0.337  -1.764  -0.232
N  0.715  0.891  -1.473  -0.715
H  -1.021  1.635  -2.261  0.239
H  0.212  1.297  -3.500  0.177
H  -0.202  -1.058  -3.367  0.187
H  -1.774  -0.263  -3.449  0.207
H  -2.187  -0.829  -1.304  0.409
H  -1.080  -2.912  -2.548  0.180
H  -1.816  -2.966  -0.940  0.215
H  0.895  -3.545  -1.517  0.183
H  0.156  -3.306  0.071  0.212
H  1.623  -1.720  0.211  0.416
H  1.646  -1.603  -2.659  0.189
H  3.026  -1.561  -1.557  0.207
H  2.416  0.665  -2.739  0.184
H  2.707  0.696  -0.992  0.209
H  0.824  1.833  -1.121  0.399
C  0.617  1.277  5.025  -0.399
N  0.948  1.452  3.639  -0.335
C  2.126  1.901  3.115  -0.099
C  2.003  1.780  1.761  -0.083
N  0.785  1.256  1.459  -0.587
C  0.174  1.087  2.606  0.208
H  1.293  1.858  5.648  0.217
H  0.701  0.223  5.300  0.211
H  -0.408  1.601  5.205  0.217
H  2.938  2.242  3.725  0.219
H  2.718  2.055  1.009  0.209
H  -0.831  0.731  2.695  0.241
N  -1.794  1.101  0.316  -1.663
P  -3.290  1.263  0.082  1.742
C  -4.066  2.684  0.947  -0.413
C  -5.376  3.046  0.660  -0.189
C  -5.925  4.168  1.248  -0.216
C  -5.171  4.928  2.129  -0.208
C  -3.870  4.557  2.430  -0.236
C  -3.314  3.440  1.833  -0.141
C  -3.806  1.721  -1.643  -0.409
C  -3.140  2.855  -2.102  -0.142
C  -3.317  3.313  -3.393  -0.236
C  -4.176  2.635  -4.246  -0.211
C  -4.867  1.524  -3.791  -0.217
C  -4.686  1.067  -2.495  -0.216
C  -4.363  -0.135  0.632  -0.304
C  -4.797  -0.082  1.954  -0.210
C  -5.439  -1.159  2.537  -0.215
C  -5.612  -2.332  1.819  -0.205
C  -5.139  -2.417  0.520  -0.202
C  -4.517  -1.328  -0.068  -0.254
H  -5.950  2.441  -0.030  0.216
H  -6.940  4.456  1.017  0.212
H  -5.599  5.813  2.576  0.211
H  -3.292  5.145  3.128  0.209
H  -2.293  3.131  2.024  0.226
H  -2.490  3.380  -1.414  0.221
H  -2.802  4.197  -3.745  0.213
H  -4.322  2.980  -5.260  0.213
H  -5.559  1.009  -4.445  0.213
H  -5.259  0.224  -2.138  0.218
H  -4.654  0.835  2.514  0.222
H  -5.807  -1.079  3.551  0.213
H  -6.101  -3.184  2.269  0.218
H  -5.249  -3.344  -0.025  0.221
H  -4.188  -1.406  -1.097  0.200
O  1.439  -1.979  2.467  -0.748
C  0.205  -2.014  2.298  0.782
O  -0.465  -1.357  1.481  -0.839
C  -0.551  -3.008  3.154  -0.077
C  -0.053  -3.412  4.387  -0.160
C  -0.723  -4.366  5.137  -0.224
C  -1.877  -4.950  4.644  -0.167
C  -2.352  -4.560  3.395  0.008
C  -1.713  -3.575  2.655  -0.172
N  -3.503  -5.213  2.833  0.529
O  -4.213  -5.864  3.575  -0.380
O  -3.687  -5.085  1.637  -0.382
H  0.870  -2.971  4.735  0.232
H  -0.333  -4.673  6.096  0.222
H  -2.406  -5.713  5.197  0.244
H  -2.112  -3.256  1.703  0.257
I  3.738  -1.060  1.581  0.112
I  6.016  0.154  0.689  -0.143

---

2.
# C3H8N2O

A single C3H8N2O molecule (ωB97M-V/def2-TZVPD, the OMol25 dataset).

HOMO = -9.437 eV
frontier orbital gap = 9.83 eV
SMILES = C[C@@H](N)C(N)=O
relative energy (zero: lowest compared OMol25 entry of this formula, charge and spin) = 46.0 kcal/mol
maximum force = 9.211 eV/A

Last column: natural (NBO) charge in e.
Geometry (Å):
C  1.051  1.234  0.606  -0.618
C  0.608  0.262  -0.479  -0.138
N  1.556  -0.865  -0.531  -0.821
C  -0.720  -0.188  0.028  0.630
N  -1.747  0.507  -0.406  -0.809
O  -0.796  -1.065  0.923  -0.638
H  0.899  0.783  1.581  0.224
H  0.396  2.100  0.678  0.218
H  2.114  1.405  0.506  0.229
H  0.371  0.756  -1.437  0.183
H  1.394  -1.357  0.323  0.381
H  1.335  -1.477  -1.369  0.360
H  -2.807  0.031  -0.489  0.418
H  -1.630  0.944  -1.553  0.381

---

3.
# C52H69BrN6O2SSr

A molecular structure, C52H69BrN6O2SSr (ωB97M-V/def2-TZVPD, the OMol25 dataset).

HOMO = -1.386 eV
frontier orbital gap = 5.11 eV
relative energy (zero: lowest compared OMol25 entry of this formula, charge and spin) = 83.7 kcal/mol
maximum force = 8.487 eV/A
net charge = -2

Last column: Löwdin charge in e.
Geometry (Å):
Sr  0.836  -0.424  0.383  1.477
C  4.327  2.135  0.351  -0.099
N  3.374  1.524  -0.553  -0.249
C  4.039  0.781  -1.608  -0.081
C  2.421  2.487  -1.092  -0.182
C  1.381  2.921  -0.052  -0.141
N  0.662  1.768  0.502  -0.317
C  -0.647  1.524  -0.143  -0.178
C  -0.602  1.566  -1.666  -0.131
C  -1.270  2.596  -2.307  -0.013
C  -1.300  2.719  -3.694  -0.188
C  -0.644  1.721  -4.403  -0.003
C  0.039  0.645  -3.824  -0.082
C  0.134  0.564  -2.400  -0.361
O  0.844  -0.310  -1.755  -0.343
C  0.648  -0.377  -4.804  -0.528
C  1.305  -1.588  -4.137  -0.092
C  1.711  0.313  -5.675  -0.053
C  -0.466  -0.931  -5.713  -0.056
C  -2.036  3.890  -4.352  -0.565
C  -1.958  3.836  -5.878  -0.079
C  -3.519  3.860  -3.950  -0.059
C  -1.416  5.217  -3.887  -0.059
C  0.567  1.694  1.992  -0.134
C  -0.805  1.411  2.587  -0.142
C  -1.554  2.416  3.182  -0.016
C  -2.773  2.166  3.792  -0.196
C  -3.216  0.837  3.784  0.014
C  -2.515  -0.218  3.205  -0.070
C  -1.267  0.054  2.557  -0.329
O  -0.553  -0.837  1.947  -0.362
C  -3.074  -1.645  3.213  -0.528
C  -3.360  -2.065  1.763  -0.038
C  -4.377  -1.772  4.008  -0.087
C  -2.049  -2.607  3.840  -0.053
C  -3.548  3.306  4.452  -0.568
C  -3.926  4.359  3.396  -0.063
C  -2.682  3.974  5.531  -0.062
C  -4.840  2.829  5.114  -0.081
H  4.953  2.893  -0.158  0.081
H  4.974  1.362  0.768  0.070
H  3.816  2.619  1.187  0.078
H  4.679  1.432  -2.234  0.083
H  3.286  0.300  -2.236  0.070
H  4.654  -0.005  -1.164  0.083
H  1.908  2.013  -1.921  0.100
H  2.920  3.390  -1.496  0.122
H  0.708  3.633  -0.534  0.118
H  1.889  3.459  0.745  0.102
H  -1.386  2.243  0.197  0.130
H  -1.014  0.540  0.190  0.083
H  -1.780  3.326  -1.684  0.111
H  -0.661  1.767  -5.486  0.083
H  2.172  -1.313  -3.538  0.056
H  1.626  -2.292  -4.915  0.083
H  0.612  -2.099  -3.467  0.054
H  2.490  0.750  -5.043  0.084
H  1.283  1.113  -6.288  0.069
H  2.181  -0.417  -6.345  0.078
H  -1.232  -1.423  -5.105  0.081
H  -0.049  -1.673  -6.404  0.077
H  -0.951  -0.152  -6.307  0.066
H  -2.432  2.930  -6.267  0.084
H  -0.920  3.857  -6.225  0.083
H  -2.478  4.701  -6.304  0.076
H  -3.965  2.902  -4.228  0.088
H  -4.075  4.663  -4.450  0.075
H  -3.640  3.983  -2.871  0.075
H  -0.363  5.263  -4.177  0.086
H  -1.467  5.314  -2.800  0.074
H  -1.941  6.071  -4.332  0.075
H  0.939  2.618  2.422  0.117
H  1.239  0.888  2.347  0.092
H  -1.153  3.428  3.164  0.109
H  -4.157  0.612  4.264  0.075
H  -4.105  -1.399  1.311  0.086
H  -3.741  -3.094  1.725  0.083
H  -2.442  -2.019  1.179  0.055
H  -5.183  -1.165  3.583  0.075
H  -4.236  -1.490  5.056  0.080
H  -4.696  -2.818  3.982  0.076
H  -1.088  -2.553  3.329  0.026
H  -2.422  -3.638  3.779  0.080
H  -1.883  -2.357  4.892  0.082
H  -3.035  4.766  2.911  0.072
H  -4.479  5.189  3.853  0.073
H  -4.553  3.907  2.623  0.085
H  -1.811  4.464  5.088  0.072
H  -2.321  3.228  6.242  0.089
H  -3.257  4.731  6.079  0.073
H  -5.509  2.361  4.387  0.082
H  -5.362  3.686  5.550  0.074
H  -4.640  2.110  5.912  0.086
C  -0.279  -5.649  1.617  -0.063
C  -0.128  -4.255  1.077  -0.336
N  0.782  -3.434  1.530  0.044
N  1.662  -3.923  2.368  -0.031
C  2.283  -3.243  3.309  -0.938
N  3.581  -3.679  3.535  0.051
S  1.603  -2.095  4.393  0.464
C  -0.922  -3.851  -0.082  -0.259
C  -1.764  -4.796  -0.706  -0.034
C  -2.505  -4.448  -1.817  -0.094
C  -2.419  -3.155  -2.314  -0.087
C  -1.575  -2.282  -1.649  -0.146
N  -0.846  -2.596  -0.579  0.082
H  0.273  -5.714  2.552  0.060
H  0.133  -6.399  0.925  0.077
H  -1.330  -5.894  1.812  0.065
H  4.066  -3.924  2.682  0.067
H  4.083  -3.024  4.112  0.041
H  -1.817  -5.802  -0.315  0.088
H  -3.143  -5.182  -2.300  0.093
H  -2.980  -2.834  -3.183  0.088
H  -1.484  -1.259  -2.003  0.099
Br  2.307  -3.610  -1.420  0.886
C  4.035  -3.501  -0.669  -0.595
C  4.946  -4.406  -1.141  -0.172
C  6.259  -4.418  -0.622  -0.120
C  6.601  -3.512  0.342  -0.077
C  5.653  -2.578  0.837  -0.202
C  6.021  -1.703  1.893  -0.092
C  5.075  -0.877  2.428  -0.129
C  3.772  -0.841  1.880  -0.227
C  3.309  -1.603  0.823  -0.157
C  4.306  -2.532  0.337  -0.264
H  4.642  -5.119  -1.897  0.076
H  6.970  -5.157  -0.977  0.085
H  7.603  -3.504  0.766  0.095
H  7.032  -1.743  2.289  0.090
H  5.325  -0.246  3.279  0.095
H  3.081  -0.156  2.393  0.053

---

4.
# C33H26FeIN2O6PS

A molecular structure, C33H26FeIN2O6PS (ωB97M-V/def2-TZVPD, the OMol25 dataset).

HOMO = -1.542 eV
frontier orbital gap = 5.90 eV
maximum force = 0.815 eV/A
net charge = -2

Last column: Löwdin charge in e.
Geometry (Å):
Fe  0.219  0.847  0.525  0.257
O  3.359  -1.180  2.903  0.049
C  3.511  -0.236  3.841  -0.272
C  4.378  -0.493  4.908  -0.035
C  4.583  0.455  5.893  -0.125
C  3.928  1.682  5.834  -0.126
C  3.067  1.937  4.779  -0.043
C  2.840  0.997  3.779  -0.064
C  1.899  1.271  2.653  -0.426
O  1.727  0.320  1.803  -0.119
N  1.323  2.439  2.609  0.097
N  0.493  2.494  1.490  -0.062
C  -0.030  3.634  1.247  -0.080
C  -0.915  3.931  0.138  -0.147
C  -1.305  5.264  -0.022  -0.086
C  -2.139  5.682  -1.040  -0.150
C  -2.610  4.717  -1.937  -0.134
C  -2.253  3.397  -1.811  -0.025
C  -1.390  2.933  -0.774  -0.369
O  -1.105  1.687  -0.701  -0.193
H  2.734  -0.784  2.225  0.057
H  4.883  -1.452  4.930  0.104
H  5.260  0.237  6.712  0.085
H  4.087  2.428  6.603  0.081
H  2.537  2.877  4.701  0.100
H  0.219  4.447  1.930  0.116
H  -0.926  5.988  0.694  0.095
H  -2.421  6.723  -1.137  0.072
H  -3.272  5.012  -2.746  0.083
H  -2.632  2.652  -2.499  0.090
O  3.741  0.525  -2.138  -0.340
S  2.488  0.110  -1.540  0.457
O  2.576  -1.027  -0.643  -0.326
O  1.701  1.245  -1.034  -0.345
C  1.507  -0.549  -2.898  -0.234
C  2.061  -0.547  -4.171  -0.064
C  1.397  -1.154  -5.227  -0.096
C  0.181  -1.782  -5.003  -0.099
C  -0.374  -1.769  -3.732  -0.106
C  0.264  -1.142  -2.663  -0.278
P  -0.512  -1.069  -0.981  1.164
C  -2.294  -1.069  -1.395  -0.340
C  -3.183  -1.694  -0.523  -0.121
C  -4.552  -1.634  -0.738  -0.100
C  -5.056  -0.939  -1.826  -0.106
C  -4.180  -0.291  -2.688  -0.091
C  -2.813  -0.350  -2.469  -0.105
C  -0.262  -2.806  -0.425  -0.319
C  -0.931  -3.916  -0.939  -0.100
C  -0.651  -5.190  -0.469  -0.106
C  0.304  -5.369  0.525  -0.112
C  0.973  -4.271  1.045  -0.074
C  0.689  -2.994  0.575  -0.075
H  3.026  -0.077  -4.302  0.101
H  1.835  -1.145  -6.219  0.091
H  -0.341  -2.277  -5.814  0.091
H  -1.335  -2.245  -3.574  0.094
H  -2.804  -2.216  0.347  0.104
H  -5.223  -2.109  -0.033  0.097
H  -6.125  -0.881  -1.990  0.089
H  -4.563  0.283  -3.524  0.095
H  -2.142  0.186  -3.128  0.108
H  -1.688  -3.783  -1.702  0.097
H  -1.182  -6.043  -0.876  0.089
H  0.523  -6.364  0.894  0.088
H  1.718  -4.399  1.820  0.102
H  1.214  -2.131  0.968  0.081
I  -3.031  1.173  2.097  0.515
C  -1.026  0.215  1.953  -0.639
H  -1.318  -0.842  1.951  -0.065
H  -0.663  0.433  2.961  -0.054

---

no.,lowest unoccupied orbital energy (eV)
1,-0.889
2,0.397
3,3.721
4,4.356